Density functional theory data (wB97M-V/def2-TZVPD) for a cluster of 5 separate species, C31H65IO7 in total in a non-equilibrium geometry.

* strongest force on any atom: 2.676 eV Å⁻¹
* LUMO: 0.16 eV
* SMILES: C=CC[C@@]1(CCCCCC)[C@H](C[C@@H](C)O)C(=O)O[C@H]1[C@H](I)CC.CC(C)O.CC(C)O.CC(C)O.CC(C)O

```
104
Properties=species:S:1:pos:R:3:forces:R:3:lowdin_charge:R:1
C 2.944711 -0.266928 4.847736 -0.5 -0.3 -0.1 0.01
C 1.886151 -0.868285 4.216211 0.6 0.2 0.1 -0.17
C 1.439848 -0.407512 2.849020 2.0 -1.8 -0.2 -0.11
C 1.096802 -1.470461 1.767354 -1.0 0.6 -0.1 -0.32
C 0.600848 -2.787929 2.348928 -0.5 0.4 0.0 -0.17
C -0.695557 -2.690025 3.159555 0.1 -0.9 0.4 -0.16
C -0.918100 -3.994249 3.973522 0.0 0.1 0.0 -0.19
C -2.184958 -4.750867 3.586836 0.3 -0.5 -0.1 -0.22
C -2.093976 -5.312884 2.158091 -0.7 0.4 -0.3 -0.24
C -3.465770 -5.331353 1.438803 0.8 -0.2 0.6 -0.10
C 0.089051 -0.723233 0.826783 0.3 0.2 -0.5 -0.14
C -0.945757 -1.541678 0.024061 0.2 0.6 -0.3 -0.08
C -2.365536 -1.120031 0.409180 -0.6 0.1 -0.4 -0.43
C -2.813173 0.063007 -0.447332 -0.1 -0.3 0.1 -0.03
O -3.321441 -2.165250 0.215586 0.1 0.0 0.1 -0.04
C 1.067231 0.053118 -0.090406 -0.5 0.1 -0.1 -0.41
O 0.772314 0.894072 -0.889294 0.3 -0.1 0.3 0.14
O 2.343353 -0.371854 0.120291 0.3 0.1 -0.3 0.07
C 2.147306 -1.690387 0.663505 -0.6 -0.8 0.0 -0.33
C 3.417344 -2.506888 0.853177 0.4 1.2 0.3 -0.61
I 3.073223 -4.574044 0.342320 0.0 0.1 0.1 0.96
C 4.118113 -2.324542 2.188946 1.0 -1.0 0.0 -0.30
C 5.384459 -3.202732 2.291310 -0.3 -0.1 0.1 -0.14
H 3.953941 -0.349801 4.450398 -0.2 1.6 -1.0 0.05
H 2.833721 0.301354 5.767300 0.3 -1.6 1.0 0.05
H 1.327258 -1.670187 4.694535 -1.1 1.2 0.7 0.10
H 0.575315 0.218298 3.067170 -0.1 0.0 0.0 0.13
H 2.231516 0.261359 2.500460 -0.2 0.2 -0.2 0.13
H 1.361324 -3.237173 2.988814 0.2 0.1 -0.1 0.10
H 0.436383 -3.491155 1.533472 0.1 -0.2 0.0 0.07
H -1.563552 -2.564598 2.513851 0.0 0.3 -0.1 0.10
H -0.654983 -1.869323 3.872430 -0.1 0.3 -0.2 0.11
H -0.077792 -4.675786 3.816862 0.1 0.0 0.0 0.11
H -0.903224 -3.755782 5.038374 -0.1 -0.1 0.1 0.11
H -3.079173 -4.138546 3.709404 0.0 0.2 -0.1 0.11
H -2.315861 -5.613653 4.244126 0.0 0.1 0.2 0.11
H -1.426218 -4.711010 1.537541 0.2 0.1 0.2 0.08
H -1.681681 -6.320686 2.181112 0.2 0.0 0.0 0.11
H -4.008200 -6.227575 1.731889 -0.3 0.0 -0.1 0.07
H -4.022088 -4.450704 1.747815 -0.2 0.1 -0.3 0.06
H -3.301563 -5.326861 0.362978 -0.3 -0.1 -0.1 0.07
H -0.482270 0.076567 1.297674 0.1 -0.1 0.4 0.15
H -0.789511 -2.618571 0.092092 0.0 -0.1 0.3 0.11
H -0.829324 -1.272937 -1.028487 0.0 -0.2 -0.1 0.13
H -2.437937 -0.806681 1.454725 0.3 -0.2 0.1 0.13
H -3.731676 0.498169 -0.059062 0.0 0.1 0.1 0.08
H -2.027046 0.814088 -0.512391 -0.1 0.1 0.0 0.08
H -3.054140 -0.326584 -1.436282 0.2 0.1 -0.2 0.09
H -2.866042 -2.974204 -0.029280 0.0 -0.1 0.1 0.06
H 1.585823 -2.197891 -0.128718 0.1 -0.4 0.1 0.11
H 4.116318 -2.167242 0.089599 0.0 -0.2 -0.2 0.09
H 3.491036 -2.604026 3.030553 -0.3 0.4 0.0 0.09
H 4.473187 -1.297402 2.280939 -0.5 0.3 -0.1 0.12
H 5.120437 -4.189158 2.669580 0.0 -0.1 -0.1 0.05
H 5.847844 -3.350214 1.316915 0.2 0.1 0.0 0.06
H 6.105908 -2.785369 2.990637 0.1 0.1 -0.1 0.07
C 1.815834 5.498342 -1.837882 0.1 0.2 0.1 -0.06
C 0.431623 5.448417 -1.209265 0.0 -0.3 -0.5 -0.50
C -0.149392 4.044277 -1.254724 -0.1 0.1 0.2 -0.06
O -0.440563 6.358059 -1.881150 -0.1 0.2 0.2 -0.06
H 1.766872 5.206087 -2.890056 0.0 -0.1 0.0 0.08
H 2.215570 6.512349 -1.800484 0.0 0.0 0.0 0.08
H 2.508828 4.830079 -1.324476 0.0 0.0 0.0 0.08
H 0.487824 5.785552 -0.172857 -0.1 0.1 0.0 0.12
H -0.255899 3.705590 -2.288846 0.1 0.0 0.0 0.09
H -1.144310 4.030875 -0.804830 0.0 0.0 0.0 0.08
H 0.481599 3.332259 -0.725400 0.0 0.0 -0.1 0.06
H -0.504504 6.077058 -2.801017 0.0 0.1 0.0 0.07
C -2.635017 6.359093 3.773456 0.0 -0.2 0.1 -0.07
C -2.366172 5.839650 2.368561 -0.2 0.5 0.0 -0.50
C -1.818531 6.934631 1.466011 0.1 -0.2 -0.2 -0.06
O -3.564275 5.297945 1.812973 0.1 -0.3 0.0 -0.06
H -3.382831 7.156433 3.747838 0.1 0.1 0.0 0.08
H -3.028837 5.563561 4.406878 0.0 0.0 0.0 0.08
H -1.726558 6.752378 4.232089 0.0 0.0 0.0 0.08
H -1.653520 5.014383 2.415090 -0.1 -0.1 -0.1 0.14
H -2.539647 7.751307 1.370874 0.0 0.0 0.1 0.08
H -1.635291 6.548274 0.463378 0.0 0.0 0.0 0.06
H -0.885593 7.341544 1.860276 0.0 0.0 0.0 0.08
H -4.210278 6.009624 1.760506 0.0 0.0 0.0 0.08
C 4.150893 -7.475470 -2.789737 0.0 -0.1 0.1 -0.07
C 2.750564 -7.886684 -3.219550 0.2 0.5 -0.1 -0.50
C 2.388372 -7.287730 -4.570053 -0.1 -0.1 0.0 -0.06
O 1.799560 -7.483582 -2.234553 -0.1 -0.2 0.1 -0.07
H 4.214361 -6.388380 -2.686548 0.0 0.0 -0.1 0.07
H 4.395266 -7.909364 -1.819527 0.0 0.0 0.0 0.08
H 4.899942 -7.798260 -3.514205 0.0 0.0 0.0 0.08
H 2.688563 -8.974210 -3.273278 -0.1 0.0 0.1 0.14
H 2.401699 -6.195486 -4.518260 0.1 0.0 0.0 0.08
H 1.382163 -7.587891 -4.863151 0.0 0.0 0.0 0.08
H 3.086700 -7.605311 -5.345568 0.0 0.0 0.0 0.08
H 1.835923 -6.523279 -2.169826 0.0 0.1 0.0 0.05
C -2.518582 6.678998 -7.500963 0.1 -0.1 -0.1 -0.07
C -2.073883 6.423266 -6.069068 -0.3 0.5 -0.1 -0.50
C -3.138661 6.849839 -5.070904 0.0 -0.1 0.2 -0.06
O -0.852343 7.113513 -5.803305 0.1 -0.3 0.1 -0.06
H -2.696937 7.746088 -7.659649 -0.1 0.0 0.1 0.08
H -1.743292 6.370407 -8.202531 0.0 0.0 0.0 0.08
H -3.435912 6.136981 -7.734552 0.0 0.0 0.0 0.08
H -1.855360 5.362318 -5.939195 0.1 0.0 0.0 0.14
H -3.339839 7.921464 -5.152182 0.0 0.0 -0.1 0.08
H -2.800263 6.662509 -4.050963 0.0 0.0 0.0 0.07
H -4.073194 6.310604 -5.231600 0.0 0.0 0.0 0.08
H -1.016885 8.056110 -5.908984 0.0 0.0 0.0 0.09
```
Positions in Å, forces in eV/Å.